123
Properties=species:S:1:pos:R:3:mulliken_charge:R:1 method="wB97M-V/def2-TZVPD" multiplicity=1 e_tot_ha=-3298.69285 charge=-1
C 2.00339 -0.44910 4.58646 -0.54
C 1.69792 0.93028 3.74753 -0.55
C 2.66719 0.88803 2.38825 0.67
O 2.14782 -0.20554 1.55139 -0.63
B 2.92625 -0.37950 0.30873 -0.27
C 2.67299 0.61493 -0.97641 0.32
C 1.10507 0.76116 -1.44146 0.28
C -0.15294 -0.07220 -0.76030 -0.32
N 0.80233 1.63289 -2.48194 -0.90
O 2.53612 -1.74750 -0.18227 -0.42
C 3.61532 -2.76273 0.05318 0.19
O 3.44211 -3.63666 -1.11768 -0.67
C 3.06142 -3.50482 1.40571 -0.41
C 3.14958 -5.14177 1.38420 -0.69
C 1.79604 -5.90376 0.85401 0.41
N 1.87816 -7.40016 0.57141 -0.61
O 0.60806 -5.31995 0.60816 -0.43
C 5.00531 -1.84140 0.15897 1.51
P 5.65333 -1.32072 -1.57326 -0.04
S 6.13715 0.58415 -1.52133 -0.38
P 6.19069 -2.81359 1.29547 0.19
C 7.28881 -3.86724 0.08021 -1.12
C 7.44543 -1.69783 2.20261 -0.57
C 6.92045 -0.18171 2.53781 -0.44
O 4.36527 -0.60243 0.62638 -0.18
H 1.03006 -0.83393 5.16008 0.28
H 2.85240 -0.26409 5.40323 0.25
H 2.39953 -1.34237 3.92366 -0.09
H 0.59259 1.04930 3.37888 0.27
H 1.91897 1.89060 4.42052 0.30
H 3.76263 0.69033 2.81185 -0.32
H 2.64757 1.92962 1.81593 -0.42
H 3.08683 1.70778 -0.73292 -0.51
H 3.27429 0.28241 -1.95226 0.21
H -1.15369 0.38656 -1.20115 0.10
H -0.14468 -1.21881 -1.08547 0.11
H -0.21362 0.04403 0.40469 0.10
H 1.74909 2.03168 -2.75001 0.34
H 2.59715 -3.32462 -1.59978 0.36
H 1.90239 -3.23219 1.48918 0.25
H 3.54457 -3.13948 2.40899 0.09
H 3.34533 -5.53692 2.48698 0.37
H 4.05346 -5.53493 0.72710 0.17
H 2.62394 -7.52330 -0.14855 0.30
H 2.13568 -7.94586 1.42277 0.28
H 6.83417 -2.02581 -2.00334 0.14
H 4.55181 -1.48593 -2.49125 0.04
H 6.73285 -4.13278 -0.91610 0.34
H 8.20861 -3.16984 -0.21336 0.29
H 7.75641 -4.80773 0.60558 0.31
H 7.65411 -2.21634 3.25717 0.33
H 8.49520 -1.72236 1.64476 0.28
H 5.81202 -0.20349 2.91999 -0.03
H 6.96832 0.51031 1.57725 0.13
H 7.61817 0.24464 3.40718 0.34
C -7.03197 -0.37589 -1.97650 -1.22
C -5.92663 -0.03392 -2.97230 0.33
C -4.50723 -0.36836 -2.45744 -0.09
O -3.99221 0.56507 -1.50327 -0.24
C -4.43601 0.34785 -0.17272 -0.54
N -6.04326 1.38311 -3.34775 -0.71
H -7.09317 0.33971 -1.15199 0.17
H -8.00807 -0.37004 -2.47426 0.36
H -6.88242 -1.37418 -1.55194 0.24
H -6.10160 -0.64154 -3.86825 0.49
H -3.82079 -0.32348 -3.31201 0.37
H -4.44982 -1.39241 -2.06940 -0.20
H -4.56528 -0.71525 0.05270 0.19
H -5.36478 0.89247 0.00522 0.14
H -3.68118 0.75554 0.50770 0.32
H -5.36280 1.58275 -4.08234 0.29
H -5.70868 1.93613 -2.55319 0.19
C -5.84024 6.54903 0.22904 -1.41
C -5.05157 5.34026 0.72625 0.30
C -4.96926 4.19065 -0.30489 -0.60
O -6.16587 3.41452 -0.41773 -0.28
C -7.15756 3.98551 -1.25740 -0.94
N -5.63030 4.88233 1.99822 -0.77
H -6.92051 6.37985 0.23608 0.27
H -5.65126 7.41703 0.87046 0.36
H -5.54344 6.81899 -0.78989 0.33
H -4.02733 5.68150 0.91869 0.43
H -4.19596 3.49022 0.03409 0.28
H -4.64701 4.55325 -1.28836 0.41
H -6.72279 4.52554 -2.10418 0.39
H -7.80598 4.64329 -0.67624 0.27
H -7.77960 3.17371 -1.64854 0.33
H -5.04386 4.13519 2.37289 0.29
H -6.51141 4.40892 1.77777 0.34
C -3.67693 -6.53439 0.11636 -1.44
C -3.99753 -5.70442 -1.12408 0.22
C -4.43421 -4.25634 -0.80161 -0.48
O -5.77848 -4.13912 -0.32602 -0.34
C -5.93536 -4.40664 1.05902 -0.75
N -5.01353 -6.40848 -1.92069 -0.75
H -4.57420 -6.85635 0.65199 0.30
H -3.13200 -7.44279 -0.16370 0.36
H -3.04685 -5.97141 0.81297 0.34
H -3.07739 -5.64449 -1.71763 0.48
H -4.40161 -3.68011 -1.73456 0.03
H -3.73435 -3.76789 -0.11302 0.50
H -5.07163 -4.07772 1.64508 0.34
H -6.12137 -5.47048 1.21559 0.24
H -6.81852 -3.86385 1.41166 0.27
H -5.15551 -5.89733 -2.79309 0.29
H -5.90788 -6.30416 -1.43250 0.33
C 3.31292 4.80947 0.19106 -1.20
C 4.65729 4.59729 -0.50032 0.67
C 5.58363 5.83421 -0.44096 -0.93
O 5.23216 6.87708 -1.35523 -0.38
C 4.19714 7.73354 -0.89727 -0.64
N 4.41930 4.16880 -1.88679 -0.56
H 2.62959 5.42889 -0.39634 0.25
H 2.81129 3.84860 0.35124 0.04
H 3.44555 5.28142 1.17028 0.36
H 5.16558 3.78185 0.02813 0.25
H 6.59096 5.51377 -0.73438 0.36
H 5.66966 6.22508 0.58000 0.43
H 4.23456 7.88647 0.18573 0.29
H 3.22485 7.33697 -1.19439 0.24
H 4.31879 8.70512 -1.38735 0.25
H 5.31691 3.93823 -2.31533 0.26
H 4.10759 4.99247 -2.40974 0.30

9
Properties=species:S:1:pos:R:3:mulliken_charge:R:1 method="wB97M-V/def2-TZVPD" multiplicity=1 e_tot_ha=-284.02402 smiles="N=C=C=CC=O" de_lowest_ev=4.0568
C -0.02466 -1.26585 -0.05243 -0.21
C 1.06272 0.18803 0.11199 0.17
C -1.27445 -0.91888 0.04138 -0.22
C -1.79189 0.47019 -0.01343 0.13
N 2.21671 0.53983 -0.02951 -0.32
O -2.95778 0.65032 -0.01688 -0.45
H -1.96476 -1.76146 0.02141 0.37
H -0.84476 1.11688 0.01961 0.23
H 3.07390 0.07656 -0.32239 0.31

87
Properties=species:S:1:pos:R:3:mulliken_charge:R:1 method="wB97M-V/def2-TZVPD" multiplicity=1 e_tot_ha=-1774.11458 smiles="COC[C@H](C)N.COC[C@H](C)N.COC[C@H](C)N.NC(N)=O.NC(N)=O.NC(N)=O.CO.CO" de_lowest_ev=3.7420
C -1.37300 -0.07731 0.13753 -0.50
O -0.72108 0.35853 1.35031 -0.09
H -0.58601 -0.20505 -0.60574 0.31
H -2.04256 -0.89713 0.39768 -0.05
H -1.95072 0.72623 -0.31926 0.32
H -1.29473 0.44911 2.11473 0.02
C 3.28320 1.27640 2.63154 -0.82
O 2.30576 0.66821 1.74421 -0.35
H 2.78088 1.31112 3.59827 0.38
H 4.18840 0.76174 2.95376 0.31
H 3.70455 2.16267 2.15709 0.24
H 1.40797 0.86972 2.01802 0.21
C -4.92251 -1.16890 -0.10068 0.61
O -4.40878 -0.11475 0.22439 -0.62
N -5.81225 -1.25111 -0.98226 -0.42
N -4.68111 -2.28030 0.49617 -0.41
H -6.08202 -0.38410 -1.42452 0.26
H -6.02877 -2.13436 -1.42169 0.16
H -3.92219 -2.20937 1.15882 0.24
H -4.77167 -3.10201 -0.08409 0.20
C -2.94523 2.47814 2.76175 0.52
O -3.25301 3.34683 1.90731 -0.73
N -3.60543 1.35419 2.98829 -0.43
N -1.96692 2.60980 3.66653 -0.34
H -3.26364 0.69261 3.67064 0.24
H -4.05783 0.97674 2.16795 0.20
H -1.86184 2.05227 4.50212 0.20
H -1.54350 3.51282 3.50725 0.22
C -2.15066 5.60545 -0.65634 0.49
O -2.01876 6.46361 -1.58847 -0.74
N -3.00392 5.72816 0.36170 -0.29
N -1.40225 4.46745 -0.64576 -0.11
H -3.58081 6.55456 0.42776 0.20
H -3.07748 5.07932 1.13221 0.32
H -1.83645 3.71631 -0.12870 0.13
H -0.86660 4.25217 -1.47452 0.21
C 0.21294 -3.82167 3.45641 -1.39
C 1.06466 -2.60028 4.00001 0.66
C 2.24446 -2.16921 3.23345 -0.65
O 3.34148 -3.03154 3.01635 -0.42
C 3.98334 -3.50592 4.24494 -0.72
N 0.21492 -1.43047 3.97774 -0.61
H -0.54578 -3.51403 2.73681 0.26
H -0.33467 -4.34150 4.24253 0.35
H 0.81302 -4.65363 3.08784 0.35
H 1.20964 -2.81569 5.05864 0.39
H 2.80768 -1.29630 3.56348 0.27
H 1.95837 -1.97840 2.19913 0.37
H 3.27721 -4.01986 4.89712 0.29
H 4.34303 -2.68674 4.86757 0.29
H 4.78585 -4.16965 3.92315 0.28
H -0.73265 -1.77761 3.93652 0.25
H 0.30705 -1.23032 2.99206 0.05
C 1.29859 -4.50883 -1.56282 -1.34
C 0.52881 -4.38643 -2.95269 0.58
C -0.22263 -3.03780 -3.07468 -0.43
O -1.08765 -2.98787 -4.17281 -0.38
C -1.80065 -1.78093 -4.34228 -0.56
N 1.43443 -4.56701 -4.10287 -0.74
H 1.81580 -3.56625 -1.38359 0.29
H 2.01788 -5.32538 -1.62571 0.36
H 0.61561 -4.56455 -0.71516 0.34
H -0.17869 -5.20535 -2.82270 0.20
H 0.63547 -2.37023 -3.15291 0.24
H -0.77346 -2.66779 -2.20993 0.28
H -2.78712 -1.73996 -3.88044 0.24
H -2.06644 -1.62341 -5.38758 0.28
H -1.14569 -0.93759 -4.12346 0.18
H 0.83584 -4.61462 -4.91498 0.23
H 2.02729 -5.37834 -4.20471 0.24
C 3.45830 4.43796 -3.59034 -1.43
C 2.90810 2.99289 -3.29958 0.60
C 1.32140 2.98189 -3.12877 -0.80
O 0.83982 3.72884 -1.97807 -0.42
C 1.26089 3.24087 -0.75148 -1.08
N 3.45512 2.13937 -4.42679 -0.81
H 4.52915 4.51927 -3.40393 0.41
H 3.08323 5.24384 -2.95948 0.34
H 3.20196 4.74535 -4.60419 0.37
H 3.30534 2.35509 -2.50996 0.34
H 0.92692 1.96927 -3.21300 0.20
H 0.84233 3.36869 -4.02820 0.38
H 2.34009 3.38764 -0.70776 0.38
H 0.97899 2.22154 -0.48766 0.43
H 0.98235 3.89023 0.07848 0.43
H 4.44489 2.26658 -4.27097 0.27
H 3.38414 1.16601 -4.16676 0.28

18
Properties=species:S:1:pos:R:3:mulliken_charge:R:1 method="wB97M-V/def2-TZVPD" multiplicity=1 e_tot_ha=-343.44890 smiles="CNC(=O)[C@@H](C)[NH3+]" de_lowest_ev=3.1362 charge=+1
N -0.47129 1.27027 -1.61465 -0.28
C -0.08121 -0.06609 -0.99382 0.05
C -1.31242 -0.86106 -0.75761 -1.28
C 0.52942 0.47232 0.35651 0.44
N 0.99894 -0.47906 1.15362 -0.12
C 0.31892 -1.77936 1.43360 -0.87
O 0.39129 1.69759 0.61424 -0.62
H -0.20443 1.28533 -2.55760 0.30
H -0.10220 2.07541 -1.06848 0.38
H -1.46998 1.42514 -1.34978 0.37
H 0.60706 -0.61146 -1.63052 0.38
H -1.72496 -0.44215 0.22628 0.38
H -0.91302 -1.86926 -0.62312 0.21
H -2.23090 -0.76935 -1.50841 0.37
H 1.97172 -0.32923 1.47580 0.31
H 0.10035 -2.70385 0.71276 0.29
H 1.00041 -2.08541 2.28610 0.35
H -0.58622 -1.68936 2.11828 0.32

18
Properties=species:S:1:pos:R:3:mulliken_charge:R:1 method="wB97M-V/def2-TZVPD" multiplicity=1 e_tot_ha=-555.62493 smiles="CC=P(C)(C)N" de_lowest_ev=2.4881
C 1.20343 0.78539 -0.14525 -0.60
C 2.39169 -0.16902 -0.13877 -1.15
C -1.49835 1.45066 -0.10465 -1.24
C -1.35024 -1.25402 -0.84453 -1.26
N -0.42504 -0.42924 1.73577 -0.73
P -0.30268 0.07366 0.11358 0.93
H 1.27034 1.25606 -1.05083 0.32
H 3.40905 0.23025 0.11550 0.33
H 2.59592 -0.69096 -0.99689 0.32
H 2.35760 -0.79999 0.71916 0.31
H -2.59608 1.08683 -0.16315 0.31
H -1.36599 2.12879 0.79597 0.35
H -1.22245 2.02122 -0.91258 0.42
H -2.15493 -1.85326 -0.21838 0.30
H -1.69020 -0.70805 -1.76432 0.31
H -0.81495 -2.03325 -1.22471 0.47
H 0.16133 0.21376 2.23721 0.33
H 0.03157 -1.30882 1.84689 0.28

47
Properties=species:S:1:pos:R:3:mulliken_charge:R:1 method="wB97M-V/def2-TZVPD" multiplicity=1 e_tot_ha=-1147.68599 smiles="O=C(CCCOc1ccccc1)N1CCN(C(=O)c2ccco2)CC1" de_lowest_ev=2.1098
O -1.79882 -0.60764 1.97626 -0.68
C -1.88898 -1.26699 0.95854 0.74
N -2.86147 -1.00309 0.03666 0.04
C -2.89463 -1.53485 -1.30621 -0.72
H -3.94281 -1.54640 -1.62224 0.37
C -2.06044 -0.61749 -2.23892 -0.88
N -1.89592 0.66718 -1.58818 0.07
C -0.64961 0.96057 -1.10819 0.15
O 0.33130 0.35500 -1.51372 -0.72
C -0.46042 2.03768 -0.12940 0.49
C 0.76020 2.51702 0.28341 -0.12
C 0.49445 3.47098 1.28529 -0.68
C -0.86152 3.50368 1.41774 -0.63
O -1.44669 2.64937 0.57054 -0.31
H -1.50640 4.07135 2.05992 0.50
H 1.20926 4.04847 1.83410 0.48
H 1.71106 2.20404 -0.09605 0.81
C -3.14794 1.15281 -1.05876 -0.81
H -3.06703 2.19487 -0.76136 0.41
C -3.56586 0.26178 0.13546 -0.84
H -4.64579 0.08560 0.13269 0.36
H -3.27714 0.71585 1.08472 0.45
H -3.88334 1.08211 -1.86667 0.39
H -1.06044 -1.01916 -2.41189 0.44
H -2.56198 -0.48209 -3.20153 0.37
H -2.52300 -2.55661 -1.33108 0.37
C -0.98964 -2.45311 0.66865 -0.77
C 0.04093 -2.64655 1.78017 -1.26
C 1.14032 -1.59257 1.69072 -0.47
H 0.69388 -0.59124 1.70318 0.29
O 1.84365 -1.80695 0.48386 -0.37
C 2.77275 -0.89507 0.09672 0.65
C 3.32848 -1.08997 -1.16842 -0.38
C 4.28963 -0.22771 -1.64918 -0.48
C 4.72042 0.84176 -0.87861 -0.50
C 4.17656 1.03383 0.37680 -0.62
C 3.20763 0.17449 0.87100 -0.34
H 2.79792 0.35152 1.85344 0.39
H 4.50425 1.86368 0.98747 0.38
H 5.47215 1.51882 -1.25626 0.39
H 4.70568 -0.38629 -2.63336 0.37
H 2.97893 -1.92245 -1.75784 0.40
H 1.82021 -1.68900 2.54920 0.44
H -0.44471 -2.56262 2.75261 0.45
H 0.49456 -3.63412 1.68800 0.43
H -0.45463 -2.28060 -0.26712 0.49
H -1.60501 -3.34990 0.56782 0.44

107
Properties=species:S:1:pos:R:3:mulliken_charge:R:1 method="wB97M-V/def2-TZVPD" multiplicity=1 e_tot_ha=-6233.14520 smiles="FC(F)C(F)(F)COC(F)(F)C(F)F.FC(F)C(F)(F)COC(F)(F)C(F)F.FC(F)C(F)(F)COC(F)(F)C(F)F.FC(F)C(F)(F)COC(F)(F)C(F)F.FC(F)C(F)(F)COC(F)(F)C(F)F.C[C@H](O)CNS(=O)(=O)F"
C -2.96261 4.22285 0.22754 -1.13
C -2.51219 4.00078 1.66520 1.00
O -3.34645 4.69088 2.59851 -0.60
C -1.10847 4.52452 1.97037 -1.33
N -0.06143 3.49694 1.78226 0.15
S 0.64180 3.35677 0.34898 1.25
O 1.37674 2.13671 0.31811 -0.58
O -0.21221 3.70546 -0.73424 -0.48
F 1.68635 4.51961 0.43613 -0.31
H -4.04481 4.33308 0.16523 0.56
H -2.46561 5.08615 -0.21082 0.18
H -2.68562 3.36520 -0.38224 0.01
H -2.53883 2.93083 1.90762 0.01
H -4.25683 4.49261 2.38242 0.40
H -0.86601 5.40138 1.37323 0.45
H -1.08418 4.82336 3.01592 0.41
H -0.32166 2.57331 2.11380 -0.03
C 1.51477 0.82527 5.22800 -0.93
C 0.16984 1.27044 4.64671 1.18
C -1.11414 0.87684 5.38427 -0.03
F -1.25227 -0.45865 5.43014 -0.21
F -2.16193 1.39289 4.70136 -0.23
F 0.07423 0.90645 3.34397 -0.31
F 0.17515 2.63906 4.67957 -0.35
O 2.10025 -0.32670 4.66172 -0.38
C 1.84024 -1.58335 5.12987 0.79
C 1.23992 -2.48643 4.04066 0.36
F 0.10206 -1.94551 3.56371 -0.22
F 0.95258 -3.68376 4.58808 -0.26
F 1.07063 -1.56438 6.22965 -0.30
F 3.02252 -2.14208 5.47295 -0.31
H 2.20114 1.63187 4.97225 0.45
H 1.46539 0.76962 6.31619 0.28
H -1.11470 1.28350 6.39843 0.30
H 1.95527 -2.61357 3.22620 0.14
C 1.50865 5.02294 -3.36073 -0.19
C 0.74074 4.19013 -4.39705 1.00
C 1.53044 3.60794 -5.56944 0.11
F 2.05984 4.59670 -6.31673 -0.26
F 0.68900 2.88992 -6.34497 -0.25
F -0.33137 4.86598 -4.86125 -0.30
F 0.27356 3.12019 -3.69019 -0.26
O 1.40893 6.42981 -3.44884 -0.44
C 2.26964 7.16707 -4.20069 0.80
C 1.54401 7.94206 -5.31038 0.21
F 0.88592 7.09173 -6.11977 -0.22
F 2.46293 8.60807 -6.04305 -0.26
F 3.27412 6.43078 -4.70322 -0.30
F 2.82419 8.10383 -3.39142 -0.31
H 1.01767 4.75595 -2.42757 -0.23
H 2.54680 4.69690 -3.27835 0.45
H 2.32704 2.95279 -5.20764 0.22
H 0.84133 8.65109 -4.86956 0.25
C -3.01716 0.58961 -3.23123 -0.37
C -3.77032 0.48977 -4.56197 0.98
C -4.58787 1.70588 -5.00833 0.11
F -5.57406 1.96534 -4.12531 -0.23
F -5.15267 1.43352 -6.20411 -0.29
F -4.54206 -0.61408 -4.58657 -0.31
F -2.80611 0.35294 -5.52062 -0.31
O -3.63978 0.00421 -2.10174 -0.42
C -4.48831 0.68247 -1.28808 0.79
C -5.86737 0.01391 -1.19683 0.16
F -6.43171 -0.06189 -2.41448 -0.23
F -6.65785 0.77219 -0.40279 -0.27
F -4.60388 1.98007 -1.61444 -0.29
F -3.96864 0.63873 -0.03061 -0.27
H -2.11761 -0.00574 -3.37846 0.38
H -2.69711 1.61436 -3.03605 0.26
H -3.94575 2.58443 -5.10891 0.28
H -5.76977 -0.98556 -0.77018 0.26
C 2.80785 -0.54107 -1.56041 -1.05
C 1.48628 -0.25082 -2.27853 0.86
C 0.21092 -0.23105 -1.42795 0.60
F -0.01574 -1.44309 -0.87995 -0.22
F -0.83682 0.06983 -2.23526 -0.24
F 1.33214 -1.06616 -3.33967 -0.30
F 1.59445 1.03269 -2.73660 -0.09
O 3.29706 -1.86794 -1.63120 -0.42
C 2.97135 -2.81227 -0.71005 0.81
C 2.27022 -4.02145 -1.34739 0.10
F 1.14555 -3.64923 -1.97453 -0.19
F 1.93876 -4.88560 -0.35164 -0.26
F 2.25158 -2.31609 0.30934 -0.24
F 4.12653 -3.29348 -0.18658 -0.33
H 3.54768 0.04767 -2.10104 0.47
H 2.78080 -0.16954 -0.53552 0.45
H 0.28882 0.52506 -0.64491 -0.44
H 2.93926 -4.51829 -2.05113 0.24
C 2.87669 -8.51506 2.46474 -0.75
C 1.65692 -8.65369 1.54643 0.79
C 0.81896 -7.39919 1.29137 0.58
F 0.27359 -6.94621 2.43920 -0.21
F -0.18491 -7.71704 0.44360 -0.28
F 0.86963 -9.66525 1.95873 -0.28
F 2.16165 -8.98644 0.31824 -0.33
O 2.71672 -8.91449 3.81151 -0.40
C 2.30719 -8.05589 4.78668 0.79
C 1.01277 -8.53162 5.46474 0.18
F 0.02483 -8.65618 4.56118 -0.21
F 0.64476 -7.61060 6.38161 -0.25
F 2.19409 -6.79309 4.34579 -0.22
F 3.25509 -8.05860 5.75563 -0.32
H 3.60112 -9.22048 2.05992 0.41
H 3.31118 -7.51779 2.38512 0.37
H 1.42453 -6.61284 0.84203 -0.02
H 1.18426 -9.49071 5.95630 0.24

Number 1: strongest force on any atom 8.5 eV/Å. Number 2: strongest force on any atom 3.3 eV/Å. Number 3: strongest force on any atom 7.2 eV/Å. Number 4: strongest force on any atom 3.4 eV/Å. Number 5: strongest force on any atom 4.0 eV/Å. Number 6: strongest force on any atom 1.4 eV/Å. Number 7: strongest force on any atom 1.3 eV/Å.